65
Properties=species:S:1:pos:R:3:forces:R:3 method="wB97M-V/def2-TZVPD" homo_lumo_gap_ev="4.33 / 4.63" multiplicity=4 e_tot_ev=-104980.7070 s_squared=3.764
O 0.795216 -2.415572 -3.528349 1.9 1.6 -2.7
C 3.434297 -4.126188 0.659447 2.1 -0.2 1.6
C -3.598379 4.123854 1.272591 -2.2 -0.3 -1.1
O -3.066140 -1.317662 -2.419552 0.1 0.1 0.4
C 1.811376 5.010661 0.412136 -1.1 0.3 1.6
V 0.111336 0.121145 -0.566242 -0.2 0.7 -3.3
H -1.053832 -0.740086 5.739331 0.0 0.1 -0.4
C 1.004037 -4.676647 -3.703412 -0.9 0.9 -0.2
C 0.725238 -1.474714 4.682701 0.8 0.9 3.5
H 2.566291 5.349845 2.384930 0.3 0.0 0.0
C -0.251677 -0.379891 5.095191 0.7 -0.1 -1.5
C -5.168648 -0.809134 -1.571725 -0.4 -1.3 -3.0
C 0.198920 -0.435132 2.866625 -1.7 1.4 -4.7
C 0.577784 -2.916249 -2.367273 -1.5 0.7 1.5
O 1.549446 1.719219 0.569027 0.8 -0.6 0.8
O -0.678384 -0.029737 3.774968 -1.1 1.2 0.2
C 2.760247 4.731482 1.508509 0.3 0.4 0.9
O 2.408182 3.433257 1.783773 0.5 -2.9 2.2
O 2.212244 -1.064149 0.067852 1.0 -1.7 0.7
H -4.608104 -1.031922 -3.803900 0.2 0.6 0.3
F -5.997478 -1.713519 -1.021189 -0.8 -0.4 0.4
O 1.278358 0.735496 -2.242088 9.1 -3.7 6.7
O -3.089688 2.851745 1.003167 -1.2 -1.5 1.6
H 0.569808 -3.331564 -5.304811 0.2 0.1 -0.1
O 1.067520 -1.287269 3.369495 0.6 -0.7 0.1
H 2.273676 -3.388477 -4.881060 0.2 0.7 0.7
O -0.614435 0.945005 -2.692101 -9.8 -2.6 3.5
O 3.985515 -1.980092 1.156056 -1.4 1.5 0.1
O 2.746764 -3.266164 -0.166504 -0.1 -0.7 -0.1
C -4.412989 -1.482496 -2.830753 -0.5 0.7 1.1
O 0.195894 -2.293676 -1.412905 0.5 -0.8 -0.1
C 0.515198 0.928866 -3.139284 -2.0 5.0 -2.7
F 2.388126 5.826622 -0.385417 1.6 2.6 -3.5
C 4.447188 -3.260787 1.434080 0.3 -0.3 -1.6
H -3.536472 5.359059 -0.556365 0.7 -0.1 -0.4
H -4.666530 -2.530621 -2.989665 0.1 -0.2 0.7
O -1.249710 1.945346 0.097512 -1.5 3.6 1.2
F 0.143935 -2.658967 4.947709 0.1 -1.0 -0.5
O 1.557991 3.785382 -0.175715 -0.3 0.5 -0.8
H 3.804941 4.759579 1.198800 0.0 0.4 -0.1
H 4.448108 -3.455786 2.506500 0.1 -0.1 -0.2
H 1.599329 -1.305458 5.311531 0.4 -1.0 -0.2
O 0.668939 -4.247027 -2.441120 -1.3 -0.9 1.7
O -2.017544 -0.745768 -0.486901 -1.5 -0.1 -1.1
H 3.975567 -4.982776 0.257732 -0.7 0.1 -1.1
C 2.864851 -2.027236 0.362850 0.5 2.5 -0.6
C 1.264853 -3.410836 -4.468905 -1.9 0.4 -0.6
H 0.279345 0.462769 5.537938 -0.2 0.1 0.0
F 2.111961 -5.334391 -3.504775 2.8 -2.3 -0.4
C -2.917431 5.002404 0.266850 0.4 -2.2 1.7
F -2.551569 5.984823 1.068026 1.5 3.3 0.1
H -5.752383 0.035963 -1.936647 0.1 0.4 0.7
H -3.441589 4.475157 2.292442 0.3 -0.3 -0.1
O 0.138104 -0.107539 1.679995 0.0 -1.2 3.4
O -4.174389 -0.546602 -0.659882 -2.7 1.3 0.5
O 0.687397 1.585469 -4.142739 2.6 0.3 -4.8
H 0.923626 5.521646 0.784824 -0.7 -0.5 -0.1
H -4.653897 4.206470 1.013425 -0.3 -0.8 0.5
C -1.932288 2.927849 0.381767 1.2 -2.7 -2.0
H 5.412824 -3.361562 0.938610 0.3 -0.1 0.5
F 2.625041 -4.595964 1.620066 -1.8 -1.0 0.7
C 1.868141 2.843826 0.719096 -1.2 0.1 -0.9
O -1.784941 4.201435 -0.033477 1.1 1.0 -1.5
H 0.252801 -5.316318 -4.166628 -0.1 -0.2 0.3
C -3.031921 -0.826391 -1.166171 5.7 -1.2 0.3

12
Properties=species:S:1:pos:R:3:forces:R:3 method="wB97M-V/def2-TZVPD" homo_lumo_gap_ev="5.01 / 6.85" multiplicity=2 de_lowest_kcal_mol=52.4 e_tot_ev=-13565.4631 s_squared=1.500
O 1.291272 -1.551409 1.599752 1.8 -0.3 0.7
Pb 1.815897 -1.188554 3.581205 0.1 0.2 0.8
H -1.526749 -1.551825 -1.060785 -0.2 0.0 0.4
C 0.412162 -1.469910 0.694825 -2.6 0.6 -1.7
C -1.744712 -0.878140 -0.223425 0.2 -0.1 -0.4
C -0.775515 -0.728194 0.758516 0.7 -0.6 0.1
H -3.524301 -0.468121 -1.242944 -0.4 0.3 0.9
H 0.595861 -2.052005 -0.226185 0.0 0.1 0.4
O -3.106906 1.104741 0.114343 -0.2 1.2 0.3
C -2.993550 -0.166629 -0.307892 0.2 -0.5 0.4
H -0.973479 -0.094921 1.627376 0.1 -0.1 -0.2
H -3.535434 -0.113816 0.852431 0.3 -0.7 -1.8

16
Properties=species:S:1:pos:R:3:forces:R:3 method="wB97M-V/def2-TZVPD" homo_lumo_gap_ev=7.74 multiplicity=1 de_lowest_kcal_mol=53.1 e_tot_ev=-19128.1173
H -2.108691 -1.624034 -0.002503 0.4 0.4 -0.3
C -0.082962 -1.032688 1.631579 -0.5 0.3 -0.3
H 0.362707 0.914071 -1.064026 0.0 0.2 -0.3
C -1.836626 -0.367621 -1.747622 0.0 -0.3 0.2
H -0.095337 -0.224432 2.362221 0.1 -0.1 0.1
N 0.508645 0.494080 -0.164856 -0.2 -0.3 0.1
H 0.892502 -1.488314 1.628907 0.4 -0.1 0.1
C -1.462426 -0.858454 -0.454361 0.1 0.0 0.3
C 2.346139 1.748030 0.083847 0.6 0.0 0.8
H 3.207929 2.070912 0.703274 -0.7 -0.3 -0.5
H -0.829178 -1.779314 1.888717 0.0 0.1 -0.1
H 2.214073 2.215876 -0.891981 -0.1 -0.1 0.0
N 1.575709 0.858526 0.573365 0.4 0.5 -0.1
S -3.131857 -0.857506 -2.614346 0.2 0.1 0.1
C -0.371404 -0.448328 0.277969 -0.6 -0.5 -0.2
H -1.189224 0.379195 -2.210182 0.0 0.0 0.0

161
Properties=species:S:1:pos:R:3:forces:R:3 method="wB97M-V/def2-TZVPD" homo_lumo_gap_ev=9.24 multiplicity=1 total_charge=+1 e_tot_ev=-167518.5009
H 6.581702 1.239933 0.924695 0.1 -0.1 -0.1
C -4.648476 0.163182 4.062532 0.0 0.3 0.5
H -1.368524 9.643334 1.670257 -0.2 0.1 0.1
C 0.583869 8.849023 1.407499 -0.2 0.6 0.1
C -1.589310 0.464717 0.633182 0.0 0.7 -0.2
F 1.499275 -11.024581 -5.514722 0.1 0.0 0.0
H -0.674309 6.845624 2.023853 -0.1 -0.3 0.0
C -2.594049 1.548341 1.057152 0.3 -0.2 -0.2
C 5.149812 2.867695 0.853603 0.5 -0.1 -0.3
C 0.362746 8.414877 -0.047831 0.3 -0.6 -0.1
C 8.105239 -4.608645 -4.949431 0.0 0.1 -0.1
H 2.699034 2.239068 -0.377272 0.0 -0.2 0.0
H 2.455970 6.692261 1.044954 0.2 0.3 0.2
C 5.125088 -5.210371 -2.379104 0.3 0.3 -0.2
N -4.559827 6.248379 0.706371 0.9 -0.6 -0.2
F 2.862030 -9.371042 -3.585046 0.1 -0.1 0.0
F 6.836772 -4.223156 -5.189646 -0.1 -0.1 0.0
F -3.573266 -0.257346 3.329533 0.0 -0.1 -0.1
C -6.232644 2.853232 5.405184 0.3 -0.1 -0.3
H 1.032841 9.841473 1.400061 0.2 0.0 0.1
F -7.001609 -0.173895 4.054675 0.0 0.1 0.1
O -4.941580 2.439900 5.173637 -0.4 -0.5 0.3
C 3.109245 5.669728 -0.680946 0.1 0.2 0.6
C 8.149183 -5.653922 -3.828702 0.0 -0.2 0.4
C -2.399676 5.070699 1.137795 -0.4 0.0 0.1
F 2.139854 -11.387566 -0.813898 0.0 0.0 0.0
C 2.481393 -11.195159 -2.112306 -0.1 -0.5 -0.1
C 1.730167 -12.718414 -3.878293 -0.2 -0.5 0.3
N -3.465288 5.738264 -2.559241 -0.5 -0.4 0.4
H 2.439227 -13.472476 -3.537017 0.2 0.1 -0.1
H 0.370408 6.248943 -0.153438 0.1 -0.2 0.2
C 3.199201 3.121315 -0.775925 0.0 0.6 0.3
F -5.708387 -1.852480 3.519110 0.0 0.1 0.0
F 4.860641 -6.149458 -4.553104 0.2 0.1 0.0
H 0.053083 1.902807 0.743034 0.0 0.2 0.0
H -0.939468 -1.542393 -1.816154 0.1 0.1 -0.1
O -4.397717 3.458918 -2.849158 -0.5 0.1 0.2
C -4.575762 1.701935 4.020056 0.3 0.3 -0.3
F 5.200900 -3.938271 -2.825084 0.0 -0.1 0.0
H 2.994537 -7.830128 1.599959 0.0 0.0 0.0
H 6.564321 -6.811683 -1.996015 -0.1 0.0 -0.2
C -3.393641 6.119723 1.629865 0.7 0.8 0.4
H 4.121502 -7.056589 -2.939251 0.0 0.0 0.0
N -6.039498 5.325571 -0.793073 0.1 0.3 0.1
H -2.579418 7.875280 0.611465 0.1 -0.1 -0.2
F -0.091108 -6.927689 -0.085820 0.0 0.2 -0.1
H -1.538073 7.396313 3.449876 -0.2 -0.2 0.1
H 2.957727 3.200889 -1.835626 0.0 -0.2 -0.1
H 3.955849 -13.223224 -5.677741 0.0 0.0 0.0
H -7.605502 6.119959 1.112707 0.1 0.4 0.2
F -0.040608 -4.867784 -1.886383 0.0 -0.1 0.1
F 3.582594 -11.806671 -7.027797 0.0 0.0 0.0
F -8.062086 2.712916 6.859459 0.0 0.0 0.0
H -1.863162 5.445805 0.263393 0.0 -0.1 -0.2
C -0.712383 8.958443 2.207863 0.1 -0.3 -0.1
H -3.772179 3.512717 1.649983 0.0 0.0 0.1
O 1.484831 -11.736523 -2.881126 0.3 0.5 -0.3
H 5.022888 2.074103 -1.099794 0.0 0.0 -0.2
F 3.079758 -5.445114 -3.500670 0.1 0.0 0.0
H 4.486187 2.170693 1.364657 -0.2 0.1 0.2
H -6.259708 4.572080 -1.430436 0.2 0.0 -0.1
H -2.529973 -0.249612 -2.551355 0.0 -0.1 -0.1
H 1.280497 8.209654 1.942829 0.1 -0.2 0.0
F 3.668161 -11.802176 -2.302554 -0.1 0.1 -0.1
H 1.951316 -4.882145 -1.697109 0.0 0.0 0.0
F 2.605798 -5.134433 2.172064 -0.1 0.0 0.0
P -3.246288 4.173348 -1.948273 0.7 0.0 -0.2
C -1.262279 -1.614845 -0.782451 -0.5 -0.2 0.1
C -5.863565 -0.515747 3.423086 0.0 -0.2 -0.2
H -3.605801 1.224386 0.796401 -0.2 0.0 0.1
H -5.058540 2.096882 3.124649 -0.2 -0.1 0.0
H -2.540327 1.713663 2.130337 0.1 0.1 0.1
C 1.002334 7.078698 -0.472071 -0.1 0.4 -0.2
F 0.782072 -5.026242 4.147748 0.0 0.0 0.0
H -2.410021 4.827151 4.038113 0.0 0.0 0.0
O -2.316885 2.793697 0.392335 -0.3 0.1 0.3
F -6.188124 4.199151 5.567017 0.0 0.1 0.0
H -0.381368 -1.663279 -0.151092 0.1 0.0 0.1
H 0.144123 -6.826040 3.575997 0.0 0.0 0.0
H 8.698914 -3.735479 -4.671585 0.0 0.0 0.0
H 0.994802 7.061281 -1.564060 -0.1 -0.1 -0.1
C 1.061830 -6.556591 -0.672253 0.2 -0.5 0.3
F 2.700812 -6.788239 3.600965 -0.1 -0.1 0.1
C 6.580842 2.326821 0.938885 -0.2 0.1 0.2
O 2.151939 -6.843342 0.103377 -0.2 0.6 0.2
H -1.783182 -2.563589 -0.679667 0.1 -0.2 -0.1
C -2.704642 7.503242 1.630556 -0.6 -0.1 0.4
F 1.186405 -7.298476 -1.811114 -0.3 0.4 0.0
O 7.645527 -5.153042 -2.650742 -0.4 0.2 -0.5
H -3.691560 6.736088 3.686847 -0.1 0.3 -0.1
H 1.528945 4.329709 -0.198961 -0.1 -0.1 0.1
N -3.357018 4.658761 3.716723 0.0 0.0 -0.1
C -6.796958 2.268073 6.704898 -0.1 0.0 0.2
H 2.813740 4.327444 0.988984 0.1 0.0 0.1
H 1.269557 -8.069190 1.544352 -0.2 0.2 0.0
H -2.298093 1.280645 -1.728373 0.1 0.1 0.0
H -3.110979 -0.917229 0.076704 0.0 -0.1 0.2
C 2.614670 4.357155 -0.081672 -0.2 -0.1 -0.5
H -4.990978 5.758083 3.059270 -0.1 0.0 0.0
H -4.894521 2.853368 -2.278496 0.2 -0.3 -0.4
H 6.648199 -5.412115 -0.960080 0.0 0.0 0.0
F 3.576826 -9.186404 -1.530445 -0.1 -0.1 0.1
H 0.771765 -13.224382 -3.978393 0.0 0.0 0.0
C -2.735535 0.290005 -1.632768 -0.3 -0.1 0.2
F -6.814643 0.925437 6.640045 0.0 0.0 -0.1
F 9.455656 -5.929934 -3.618313 0.0 0.0 0.0
H -6.187982 2.581789 7.555460 0.0 0.0 0.0
C -4.889058 5.214167 -0.119327 -0.6 -0.2 -0.1
F 4.252776 -11.368532 -4.996589 -0.1 0.0 0.1
C 6.524180 -5.722170 -1.996452 0.3 -0.3 0.5
F 1.003905 -4.271155 -0.056293 -0.1 -0.1 0.1
N -4.115486 4.121481 -0.328498 -0.2 0.3 0.7
C -3.909085 5.859744 3.079954 0.1 -0.4 0.2
O -7.597622 6.842351 0.468782 0.0 -0.7 0.1
C 1.985331 -6.267465 2.563849 0.2 0.2 -0.4
F -7.039456 2.612406 4.353566 0.1 -0.1 0.1
C -2.230572 -0.479425 -0.391669 0.5 0.1 -0.3
H -4.493575 7.122499 0.190812 -0.7 0.1 0.2
H 1.637159 -9.199205 -2.033878 0.1 -0.3 0.1
H -3.138597 6.477619 -1.947484 0.3 0.1 -0.4
H -0.507816 9.404779 3.176993 0.0 0.1 0.1
H -3.515186 1.918225 3.912687 0.0 0.0 0.1
O -7.378219 7.112660 -1.823592 0.4 -0.1 -0.2
H 5.116706 3.834957 1.351022 -0.2 0.1 0.1
H 0.483179 0.315284 0.138456 0.2 0.0 -0.1
C 4.289648 -6.054737 -3.343283 -0.2 -0.2 0.0
B -7.027944 6.463314 -0.691760 -0.2 0.2 -0.3
H 0.743801 9.175823 -0.724555 0.0 0.2 0.0
H -4.382293 5.938527 -2.949454 0.2 0.1 0.0
F -4.482294 -0.268794 5.325075 -0.1 0.0 -0.1
C 2.445679 6.885273 -0.027514 -0.4 -0.5 -0.1
H -3.399791 8.187932 2.123580 -0.1 0.2 -0.1
H -6.821234 6.884473 -2.578231 -0.3 0.2 0.0
H 5.232876 3.804925 -1.093387 0.1 0.1 0.0
H 7.067558 2.640985 1.858550 0.1 0.0 0.1
F 7.552633 -6.802770 -4.194235 -0.1 0.1 0.0
F -0.203678 -5.387317 2.233310 0.0 0.0 -0.1
F 1.444136 -13.119090 -6.143528 0.0 -0.1 0.0
H -3.897783 4.421483 4.542170 0.0 0.1 -0.1
C 2.049304 -7.314928 1.438329 0.1 -0.5 -0.1
C -1.393877 7.577484 2.386447 0.5 0.6 -0.2
C 4.705533 2.991375 -0.598896 -0.2 -0.6 0.0
H 3.006991 7.796175 -0.229831 0.1 0.1 0.0
H -1.325038 -0.080633 1.538016 -0.2 -0.3 0.0
H 4.178550 5.762469 -0.492940 0.2 -0.1 -0.2
H -0.380330 1.421586 -0.911284 0.0 0.2 -0.1
H -1.645437 4.870945 1.887869 0.0 -0.1 0.2
C -3.157425 3.815081 0.807564 0.3 -0.1 -0.9
H -3.818909 0.413316 -1.587592 -0.1 0.1 0.0
H 7.176322 2.675443 0.098172 0.1 0.1 0.0
C 3.523059 -12.221219 -5.743089 0.1 -0.1 -0.2
F 8.606042 -5.157962 -6.077502 0.0 0.0 0.0
C -0.283402 1.084146 0.115001 -0.1 -0.5 0.2
C 2.055436 -12.235986 -5.303426 -0.2 0.4 0.2
F 4.400280 -5.187152 -1.218828 0.0 -0.1 0.1
H 2.941272 5.669350 -1.757654 0.1 0.0 -0.2
C 1.054955 -5.096689 -1.122187 0.0 0.3 -0.1
H -5.941179 -0.247994 2.364263 0.0 0.0 0.0
H -0.704312 8.333742 -0.256466 -0.1 0.2 0.0
C 2.572804 -9.680384 -2.304104 0.0 0.1 -0.1
C 0.613397 -5.931974 3.156885 0.0 0.0 0.2